1.
Formula: C20H49N4O8S2
Source: the OMol25 dataset
Level of theory: the ωB97M-V functional and the def2-TZVPD basis

Geometry as XYZ:
```
83
Properties=species:S:1:pos:R:3:forces:R:3
C 5.132083 1.779113 1.582380 -0.097 0.028 -0.124
C 4.167274 2.178662 0.463671 0.240 0.310 0.193
C 4.843141 2.326859 -0.908532 -0.398 -0.043 -0.238
C 4.812099 1.099252 -1.860996 0.232 0.127 0.203
C 4.425430 -0.245944 -1.234007 -0.048 -0.166 -0.406
C 2.928150 -0.528435 -1.368032 0.034 0.122 0.189
C 2.516540 -1.793632 -0.637197 0.290 -0.296 -0.140
S 0.759342 -2.183517 -0.780892 0.007 0.132 -0.673
O 0.170696 -1.050859 -1.479053 -0.118 0.149 0.393
O 0.689302 -3.425179 -1.524492 0.060 -0.184 0.287
N 0.198260 -2.448207 0.679530 -0.152 0.259 -0.042
S 0.010089 -1.270132 1.723770 0.099 -0.312 0.016
O 1.239994 -0.548333 1.991556 -0.066 0.053 -0.106
O -0.710875 -1.781500 2.852452 0.174 -0.020 -0.039
O -0.992607 -0.239248 1.029513 -0.116 0.102 0.231
C -0.562610 1.099662 0.800909 -0.232 -0.048 -0.248
C -1.762459 1.910658 0.296810 0.032 -0.236 0.060
N -2.690583 1.103059 -0.476055 -0.047 0.300 -0.130
C -4.050485 1.596266 -0.535979 -0.026 0.171 -0.254
C -4.980998 0.510866 -1.075481 -0.039 -0.048 0.290
C -4.996987 -0.722298 -0.170596 0.067 0.175 0.065
O -4.630008 0.179593 -2.418686 0.128 -0.013 -0.003
H 5.550255 0.782010 1.437823 0.004 0.011 0.022
H 5.962280 2.490757 1.617482 0.013 -0.054 0.036
H 4.628715 1.801688 2.549682 0.018 -0.085 0.025
H 3.309205 1.506480 0.432255 0.055 -0.036 -0.004
H 3.769170 3.160517 0.740191 -0.102 -0.042 -0.028
H 5.875974 2.656077 -0.761714 -0.008 -0.055 0.075
H 4.346243 3.148254 -1.432765 0.091 0.030 0.010
H 5.794822 1.017160 -2.333367 -0.019 -0.036 0.012
H 4.114369 1.306415 -2.676984 -0.015 -0.060 0.021
H 4.743175 -0.310858 -0.191874 -0.041 0.020 -0.005
H 4.953720 -1.042272 -1.770077 0.055 -0.012 0.115
H 2.355015 0.321241 -0.998358 -0.103 0.004 0.050
H 2.683376 -0.618328 -2.429056 -0.050 0.007 0.020
H 3.016607 -2.650221 -1.096066 -0.037 -0.034 0.096
H 2.788795 -1.770855 0.416168 -0.126 0.141 0.066
H -0.195277 1.536417 1.727700 0.206 0.071 -0.114
H 0.210848 1.092984 0.035358 0.196 -0.043 0.049
H -1.347125 2.737767 -0.299387 -0.081 0.173 0.191
H -2.297580 2.338999 1.147884 -0.040 -0.051 -0.028
H -2.336976 1.017009 -1.420878 0.091 -0.218 0.036
H -4.150951 2.486795 -1.180461 -0.071 -0.001 0.036
H -4.386923 1.891159 0.462623 0.091 -0.124 0.057
H -5.986388 0.937473 -1.125070 0.000 -0.037 -0.199
H -5.223168 -1.615217 -0.753389 -0.098 0.008 0.040
H -4.027167 -0.848052 0.313259 0.023 -0.080 -0.094
H -5.752417 -0.607247 0.609494 0.001 -0.055 -0.010
H -3.841745 -0.377699 -2.378222 -0.065 0.004 0.003
C -2.383648 -5.017380 -1.683780 0.038 0.076 0.092
C -2.306668 -6.521857 -1.902045 -0.163 0.126 -0.098
C -1.638961 -6.906684 -3.227030 0.145 -0.151 0.064
O -2.446355 -6.729807 -4.379951 -0.020 0.073 0.012
C -2.474975 -5.411931 -4.894208 -0.013 -0.049 -0.067
N -3.642376 -7.116960 -1.758697 0.071 -0.113 -0.063
H -3.177885 -4.560532 -2.277527 -0.011 -0.060 -0.039
H -2.598292 -4.798796 -0.638399 -0.018 -0.011 0.002
H -1.437103 -4.535771 -1.931513 -0.011 0.041 0.046
H -1.676527 -6.939173 -1.110627 0.037 -0.006 -0.020
H -1.407922 -7.976091 -3.201802 -0.045 -0.006 -0.036
H -0.691407 -6.366294 -3.345339 -0.020 0.042 0.032
H -1.511430 -4.911681 -4.760290 -0.006 0.020 0.019
H -3.252448 -4.804968 -4.424933 0.035 0.027 0.023
H -2.691829 -5.484550 -5.960703 0.006 -0.009 0.001
H -3.567108 -8.129202 -1.800006 0.006 0.002 0.052
H -4.181686 -6.865225 -2.582433 -0.030 0.057 0.035
C 0.641602 6.057354 4.823410 0.045 0.039 0.045
C 1.023169 4.588395 4.668291 -0.136 0.072 -0.010
C 1.474295 4.212224 3.252490 0.155 -0.148 0.012
O 0.425752 4.082936 2.316383 -0.107 0.033 -0.054
C -0.033987 5.276640 1.722337 0.001 -0.049 -0.046
N -0.082806 3.757177 5.146085 0.067 -0.080 -0.067
H -0.338174 6.262201 4.390671 0.007 -0.016 -0.027
H 0.590699 6.319668 5.880028 -0.037 -0.021 0.003
H 1.373000 6.711103 4.343460 -0.007 -0.003 -0.011
H 1.880539 4.397986 5.322132 0.030 -0.013 -0.032
H 1.940004 3.224623 3.295242 -0.027 -0.027 -0.034
H 2.231983 4.915965 2.878257 -0.039 0.048 0.038
H 0.783896 5.991960 1.581831 -0.010 0.015 0.009
H -0.826766 5.751015 2.308217 0.044 0.044 0.022
H -0.444163 5.015498 0.746764 0.008 -0.004 -0.001
H 0.202125 2.782075 5.156867 0.016 0.009 0.064
H -0.826191 3.794921 4.453972 -0.025 0.033 0.029
```
Forces are in eV/Å.

Summary:
Electronic energy (Ha): -2408.7682
HOMO-LUMO gap (eV): 8.6200
Net charge: -1
Multiplicity: 1

Löwdin atomic charge list, values in e, 5 entries: atom 1 (C): -0.108, atom 2 (C): -0.259, atom 3 (C): -0.200, atom 4 (C): -0.194, atom 5 (C): -0.214



2.
Formula: C20H50BrN5O5PS
Source: the OMol25 dataset
Level of theory: the ωB97M-V functional and the def2-TZVPD basis

Geometry as XYZ:
```
83
Properties=species:S:1:pos:R:3:forces:R:3
C 3.021664 -2.291923 1.915807 0.256 -0.631 0.340
C 4.415740 -1.506711 2.259010 0.505 -2.153 0.346
O 4.585519 -0.196732 1.625100 -2.521 -0.690 -0.137
C 3.349887 0.318504 1.019272 0.236 1.914 -0.923
C 3.722204 1.860588 0.489724 1.445 -1.086 0.381
O 2.584725 2.782530 0.506523 -0.349 -2.044 -0.823
C 1.362006 2.214839 -0.065513 -1.110 0.742 -0.253
C 1.493152 1.587016 -1.568853 -0.163 -0.064 -0.270
O 0.269874 0.740919 -1.769587 0.970 -1.990 1.116
C 0.541083 -0.612574 -1.233269 2.097 0.297 -0.351
N -0.626900 -1.578009 -1.362594 -2.952 1.340 2.786
C -1.709109 -1.530434 -0.474348 1.447 -1.466 -1.928
N -2.840096 -2.551213 -0.693637 2.500 1.475 -0.791
N -1.705926 -0.497058 0.629043 -0.121 -0.828 -3.218
Br -1.389772 -1.230058 2.323041 -0.080 -0.233 -0.304
P -3.135001 0.568384 0.595430 -3.034 3.170 1.156
O -3.155534 1.623790 -0.824156 0.994 -0.735 3.918
O -2.937359 1.675480 1.970788 -0.121 -3.121 -1.860
S -4.833247 -0.347970 0.867946 1.463 0.371 -0.571
H 3.083339 -3.387636 2.373901 -0.004 2.402 -0.901
H 2.961212 -2.429798 0.754902 -0.192 0.329 2.194
H 2.051541 -1.787423 2.385008 2.136 -0.980 -1.204
H 5.296275 -2.195875 1.841833 -1.886 1.531 0.838
H 4.580537 -1.503002 3.439983 -0.496 0.540 -2.527
H 2.455527 0.434151 1.777250 1.792 -0.484 -1.387
H 3.037114 -0.255801 0.019519 0.640 0.769 2.443
H 4.589156 2.253074 1.205765 -2.231 -0.577 -1.457
H 4.210761 1.790566 -0.585295 -1.112 0.158 2.041
H 0.819596 1.429912 0.651627 1.381 1.445 -1.470
H 0.583831 3.117668 -0.150047 1.875 -1.931 0.241
H 2.397741 0.867478 -1.744290 -1.365 1.652 0.442
H 1.459752 2.411818 -2.430351 0.068 -1.900 2.083
H 1.433674 -1.105935 -1.849808 -1.971 0.950 1.166
H 0.890312 -0.608868 -0.114392 -0.967 0.124 -2.014
H -0.634937 -2.314159 -2.131022 -0.142 1.297 1.295
H -2.468613 -3.536484 -0.610642 -0.239 1.362 0.104
H -3.111139 -2.442989 -1.716637 0.281 -0.118 1.514
H -3.169287 2.589543 -0.497366 0.147 -1.944 -0.517
H -3.416449 1.187280 2.727643 0.832 1.029 -1.640
C -0.700433 6.639876 5.054378 0.018 -0.018 -0.012
C 0.765316 6.872700 4.696089 -0.045 -0.236 0.131
N 1.667502 5.828036 5.188451 0.323 -0.028 0.155
C 3.084675 6.195843 5.099506 -0.116 0.153 0.236
C 3.672631 6.403917 3.707173 0.234 -0.028 -0.193
C 1.354475 4.455339 4.791542 -0.422 0.067 0.304
C 1.281244 4.146274 3.299918 0.132 -0.132 -0.279
H -0.827179 6.511238 6.133724 0.063 -0.044 -0.131
H -1.297388 7.505799 4.748004 0.113 -0.122 0.017
H -1.110702 5.764434 4.545363 -0.007 0.018 0.057
H 1.054029 7.830828 5.146173 0.236 -0.235 -0.049
H 0.850298 6.997869 3.609349 -0.061 0.105 -0.109
H 3.689109 5.448931 5.629651 -0.253 -0.048 -0.063
H 3.230157 7.122967 5.668276 -0.214 -0.067 -0.043
H 3.829260 5.454307 3.191272 -0.063 0.107 -0.051
H 4.652054 6.885697 3.791335 -0.092 -0.031 -0.005
H 3.046123 7.046482 3.082247 0.044 -0.084 0.062
H 0.390508 4.178914 5.241146 0.096 0.202 -0.033
H 2.069907 3.764952 5.258521 0.062 0.344 -0.009
H 0.719546 4.901815 2.740287 0.085 -0.048 0.088
H 0.772654 3.188445 3.148520 0.004 0.005 0.009
H 2.274788 4.051106 2.858620 -0.169 0.094 -0.080
C -1.447347 -6.300733 -3.023810 -0.112 -0.110 -0.046
C -2.778914 -5.773030 -3.552444 0.223 -0.032 -0.302
N -2.643409 -4.863473 -4.693509 -0.037 0.576 0.218
C -3.879636 -4.139614 -5.008697 0.048 0.052 0.086
C -5.076566 -4.960551 -5.478806 -0.242 -0.012 -0.156
C -1.908330 -5.373565 -5.850784 0.480 -0.100 0.067
C -2.419066 -6.650193 -6.510479 -0.074 -0.211 -0.223
H -0.769427 -5.479410 -2.771907 0.023 -0.015 -0.108
H -1.617368 -6.885754 -2.113378 0.001 0.051 -0.152
H -0.953042 -6.956056 -3.744941 0.021 0.105 0.091
H -3.258061 -5.234375 -2.725275 -0.186 0.110 -0.241
H -3.429032 -6.623939 -3.791594 -0.023 -0.066 0.142
H -3.667830 -3.364733 -5.756340 0.174 -0.208 0.055
H -4.183956 -3.583330 -4.113064 0.085 -0.110 0.108
H -4.949208 -5.303525 -6.507686 -0.026 -0.042 0.154
H -5.977421 -4.338810 -5.459810 0.090 -0.063 0.006
H -5.264959 -5.826699 -4.838315 0.039 0.082 -0.081
H -0.865776 -5.544104 -5.547825 -0.204 0.022 0.105
H -1.834771 -4.588369 -6.615378 -0.219 0.019 0.294
H -2.679848 -7.425434 -5.782105 0.019 0.120 -0.082
H -1.639804 -7.065193 -7.158204 -0.082 0.056 0.082
H -3.287657 -6.457766 -7.142500 0.024 -0.118 0.122
```
Forces are in eV/Å.

Summary:
Electronic energy (Ha): -4755.0647
HOMO-LUMO gap (eV): 3.7327
Net charge: +1
Multiplicity: 1

Löwdin atomic charge list, values in e, 5 entries: atom 1 (C): -0.135, atom 2 (C): -0.236, atom 3 (O): -0.193, atom 4 (C): -0.189, atom 5 (C): -0.144